[1]
This record from OMol25 describes a 9-piece molecular cluster, C46H114Br4N6O17P2 overall in a non-equilibrium geometry. The level of theory is wB97M-V/def2-TZVPD.

The geometry in ORCA input format:
```
! wB97M-V def2-TZVPD RIJCOSX def2/J DEFGRID3
* xyz 0 1
O -11.34 19.93 16.52
P -11.06 18.83 17.44
N -12.35 17.77 17.27
C -12.68 16.59 18.06
C -12.99 17.76 15.95
N -10.99 19.09 19.06
C -9.66 19.58 19.68
C -12.20 19.42 19.85
N -9.64 18.03 17.08
C -8.69 18.50 16.10
C -9.29 16.68 17.72
H -12.31 16.70 19.06
H -12.41 15.60 17.66
H -13.79 16.54 18.12
H -12.23 17.70 15.10
H -13.64 18.53 15.80
H -13.52 16.81 15.79
H -9.29 18.86 20.38
H -8.84 19.68 19.01
H -9.87 20.53 20.16
H -13.11 19.09 19.33
H -12.18 18.95 20.80
H -12.26 20.49 19.98
H -7.68 18.42 16.62
H -8.77 17.95 15.17
H -8.97 19.52 15.86
H -8.54 16.84 18.48
H -8.94 15.93 17.04
H -10.12 16.38 18.30
O -5.52 23.21 23.47
P -4.16 23.42 22.90
N -3.88 22.51 21.57
C -2.84 22.71 20.59
C -4.59 21.27 21.55
N -3.07 22.93 24.06
C -1.70 22.49 23.89
C -3.56 22.52 25.37
N -3.67 24.92 22.36
C -4.46 25.40 21.21
C -3.12 25.89 23.26
H -2.10 21.91 20.62
H -2.30 23.64 20.83
H -3.23 22.67 19.62
H -4.74 20.79 22.53
H -3.97 20.53 21.01
H -5.53 21.24 20.95
H -1.13 23.15 23.22
H -1.27 22.56 24.89
H -1.62 21.52 23.34
H -3.55 21.40 25.42
H -2.91 22.91 26.14
H -4.57 22.90 25.43
H -3.79 25.61 20.36
H -5.26 24.69 20.93
H -4.96 26.32 21.53
H -3.22 25.47 24.30
H -3.75 26.78 23.29
H -2.02 26.12 23.07
C -11.88 23.65 18.98
O -10.89 24.44 18.33
C -11.36 25.33 17.38
C -11.75 26.62 18.14
O -11.81 27.76 17.26
C -12.31 28.90 17.83
C -11.41 30.03 17.49
O -11.76 31.22 18.18
C -10.96 32.24 17.90
H -11.26 23.00 19.66
H -12.43 22.98 18.40
H -12.58 24.31 19.52
H -12.12 24.88 16.76
H -10.53 25.47 16.61
H -11.05 26.83 18.94
H -12.72 26.49 18.61
H -12.29 28.70 18.92
H -13.32 29.14 17.42
H -11.32 30.20 16.37
H -10.37 29.76 17.85
H -11.00 32.59 16.85
H -9.83 32.00 18.07
H -11.27 33.02 18.60
C -8.09 26.91 18.41
O -8.64 27.93 19.22
C -8.34 27.60 20.58
C -8.90 28.72 21.45
O -7.95 29.71 21.68
C -7.88 30.74 20.76
C -7.23 31.92 21.33
O -5.84 31.67 21.46
C -5.13 32.72 21.99
H -8.59 27.05 17.46
H -8.22 25.92 18.79
H -7.04 27.06 18.19
H -7.27 27.57 20.70
H -8.87 26.65 20.77
H -9.04 28.23 22.46
H -9.93 29.10 21.07
H -8.92 31.09 20.47
H -7.36 30.35 19.85
H -7.66 32.11 22.32
H -7.35 32.85 20.75
H -4.24 32.33 22.47
H -5.66 33.24 22.80
H -4.74 33.45 21.26
C -11.22 23.12 23.73
O -10.34 22.30 22.97
C -8.92 22.69 22.96
C -8.75 24.12 22.52
O -8.98 25.02 23.61
C -7.89 25.30 24.36
C -6.93 26.38 23.94
O -7.43 27.65 24.23
C -6.35 28.52 24.39
H -12.25 22.82 23.38
H -11.04 24.15 23.61
H -11.11 22.90 24.81
H -8.44 21.94 22.38
H -8.52 22.56 23.95
H -9.54 24.25 21.81
H -7.76 24.24 22.04
H -7.26 24.38 24.54
H -8.19 25.54 25.37
H -6.63 26.38 22.88
H -6.08 26.07 24.62
H -6.79 29.53 24.36
H -5.68 28.39 23.58
H -5.83 28.36 25.34
C -8.13 32.27 14.90
O -7.02 31.86 15.68
C -7.27 30.70 16.43
C -6.86 29.41 15.76
O -7.61 29.17 14.57
C -9.01 28.94 14.74
C -9.55 28.56 13.36
O -9.00 27.40 12.87
C -9.40 27.26 11.50
H -7.86 33.31 14.51
H -9.04 32.34 15.53
H -8.36 31.62 14.05
H -8.30 30.63 16.81
H -6.58 30.81 17.31
H -6.99 28.51 16.40
H -5.77 29.42 15.45
H -9.56 29.82 15.18
H -9.25 28.15 15.44
H -9.42 29.34 12.62
H -10.60 28.42 13.52
H -8.92 26.35 11.20
H -9.11 28.11 10.94
H -10.48 27.17 11.37
C -6.14 25.31 11.99
O -5.41 24.91 13.15
C -5.91 25.61 14.26
C -4.87 25.52 15.33
O -4.88 24.16 15.81
C -4.01 23.97 16.90
C -3.64 22.45 16.84
O -3.12 22.03 15.54
C -2.26 22.99 15.00
H -7.23 25.15 12.18
H -5.79 24.77 11.11
H -6.02 26.36 11.77
H -6.87 25.14 14.49
H -6.20 26.66 14.00
H -5.08 26.25 16.11
H -3.91 25.68 14.92
H -4.48 24.15 17.87
H -3.21 24.74 16.80
H -4.59 21.96 17.02
H -2.91 22.17 17.57
H -1.85 22.56 14.07
H -1.33 23.16 15.62
H -2.77 23.90 14.83
Br -9.04 22.95 14.82
C -8.13 22.34 16.43
C -8.07 23.49 17.42
Br -7.39 22.66 19.13
H -7.14 22.06 16.04
H -8.50 21.38 16.72
H -9.01 23.84 17.74
H -7.34 24.31 17.20
Br -3.93 21.05 11.20
C -4.13 21.80 13.01
C -5.44 21.58 13.67
Br -5.99 19.73 13.72
H -3.83 22.87 12.81
H -3.39 21.23 13.66
H -6.23 22.06 13.18
H -5.38 21.84 14.71
*
```

- HOMO-LUMO gap (eV) = 8.60
- lowest unoccupied orbital energy (eV) = 0.3653
- M (g/mol) = 1405.007
- SMILES = CN(C)P(=O)(N(C)C)N(C)C.CN(C)P(=O)(N(C)C)N(C)C.COCCOCCOC.COCCOCCOC.COCCOCCOC.COCCOCCOC.COCCOCCOC.BrCCBr.BrCCBr

[2]
This record from OMol25 describes C46H26Cl2N9STi as an isolated structure in a non-equilibrium geometry. The level of theory is wB97M-V/def2-TZVPD.

The geometry in ORCA input format:
```
! wB97M-V def2-TZVPD RIJCOSX def2/J DEFGRID3
* xyz 0 2
Ti 0.38 -0.51 -0.53
C 1.79 0.19 -6.58
C 3.03 -0.25 -6.14
C 3.35 -0.25 -4.78
C 2.38 0.21 -3.91
C 2.38 0.31 -2.44
N 1.12 0.67 -1.99
C 0.39 1.05 -3.16
N -0.65 1.78 -3.18
C -1.16 2.14 -1.95
C -1.35 3.39 -1.46
C -1.04 4.69 -1.99
C -1.33 5.77 -1.23
C -1.91 5.64 0.10
C -2.20 4.44 0.64
C -1.95 3.27 -0.15
C -2.08 1.95 0.13
N -2.44 1.37 1.33
C -1.56 0.62 1.88
N -0.26 0.31 1.43
C 0.42 -0.14 2.53
N 1.69 -0.33 2.68
C 2.52 -0.12 1.65
N 2.17 -0.01 0.32
C 3.34 0.14 -0.39
N 3.45 0.14 -1.72
C 4.46 0.20 0.51
C 5.82 0.35 0.29
C 6.65 0.33 1.40
C 6.13 0.16 2.69
C 4.77 0.00 2.91
C 3.94 0.03 1.79
C -0.51 -0.36 3.66
C -0.32 -0.90 4.92
C -1.44 -0.99 5.74
C -2.69 -0.53 5.32
C -2.86 0.03 4.06
C -1.75 0.09 3.24
N -1.63 1.17 -1.00
C 1.15 0.64 -4.35
C 0.83 0.65 -5.70
H 1.57 0.16 -7.64
H 3.76 -0.61 -6.85
H 4.32 -0.58 -4.42
H -0.60 4.78 -2.97
H -1.12 6.76 -1.61
H -2.10 6.55 0.66
H -2.63 4.36 1.63
H 6.22 0.48 -0.71
H 7.72 0.45 1.27
H 6.81 0.14 3.54
H 4.36 -0.13 3.90
H 0.65 -1.24 5.23
H -1.34 -1.42 6.73
H -3.54 -0.61 5.99
H -3.82 0.39 3.72
H -0.14 1.00 -6.03
S -3.66 -2.32 1.26
C -2.34 -3.05 2.08
C -2.36 -3.87 3.20
C -1.15 -4.34 3.69
C 0.05 -3.98 3.06
C 0.07 -3.16 1.95
C -1.15 -2.68 1.45
N -1.31 -1.82 0.36
C -2.57 -1.58 0.13
C -3.21 -0.82 -0.97
C -4.34 -1.43 -1.53
C -5.05 -0.86 -2.57
C -4.64 0.36 -3.07
C -3.53 0.98 -2.54
C -2.79 0.41 -1.51
H -3.29 -4.13 3.68
H -1.13 -4.98 4.56
H 0.99 -4.35 3.45
H 1.01 -2.89 1.50
H -4.64 -2.40 -1.16
H -5.90 -1.38 -2.99
H -5.18 0.83 -3.88
H -3.21 1.93 -2.94
Cl 2.89 -2.92 0.03
C 1.44 -2.36 -0.91
Cl -0.67 -1.55 -2.48
H 0.72 -3.17 -0.86
H 1.79 -2.29 -1.94
*
```

- HOMO-LUMO gap (spin up / spin down) (eV) = 5.41 / 5.35
- ΔE to the lowest compared entry with this formula, charge and spin (kcal/mol) = 0.0
- lowest unoccupied orbital energy (spin up / spin down) (eV) = -0.9839 / -1.5558
- M (g/mol) = 855.617

Q: The highest M belongs to which entry?
A: C46H114Br4N6O17P2

Q: Among the records above, which one has the lowest M?
A: C46H26Cl2N9STi

Q: Which formula does entry 2 have?
A: C46H26Cl2N9STi

Q: Among the records above, which one has the lowest M?
A: C46H26Cl2N9STi